No. 1
Computed, not measured: C29H48IrNOP2 as an isolated structure at a distorted geometry, with wB97M-V/def2-TZVPD.

Structure (XYZ):
```
82
C29H48IrNOP2 | the OMol25 dataset | wB97M-V/def2-TZVPD
Ir -1.41996 -0.69563 -0.71130
C -0.13298 1.10391 1.15530
C -1.48641 0.72112 0.75359
C -0.43318 -0.99851 2.02892
C 0.46210 0.05672 1.88551
C -1.66735 -0.68952 1.30460
C 0.46387 2.42468 0.90589
H -0.17426 3.03116 0.25613
H 1.44266 2.31152 0.42158
H 0.62779 2.97657 1.84356
C 1.82803 0.07729 2.48021
H 2.41597 0.91447 2.09888
H 2.36173 -0.84610 2.22416
H 1.80090 0.14381 3.57565
C -0.23482 -2.20146 2.86294
H -0.24767 -1.97026 3.94249
H 0.73353 -2.68086 2.64779
H -1.03200 -2.92551 2.66419
C -3.01107 -1.16592 1.72708
H -3.55652 -0.39447 2.28629
H -2.92363 -2.06557 2.33963
H -3.58026 -1.41139 0.82450
C -2.61549 1.69851 0.67266
H -3.24322 1.66159 1.57241
H -3.23307 1.47145 -0.20459
H -2.21127 2.71025 0.57689
C 0.54947 -0.69570 -1.71510
C -0.07251 0.48810 -2.18811
C -0.78499 0.63033 -3.49301
C -1.99311 -0.31051 -3.71250
C -2.50405 -1.04934 -2.51405
C -1.89313 -2.23788 -1.95916
C -0.64149 -2.81207 -2.54443
C 0.64571 -1.97133 -2.50479
H -0.09439 0.53413 -4.35145
H -1.77251 -0.98717 -4.55090
H -1.15480 1.66772 -3.54118
H 0.98184 -1.77503 -3.53630
H 1.36396 -0.53690 -0.99809
H 0.28306 1.42485 -1.74602
H 1.44167 -2.58291 -2.05475
H -0.43146 -3.77857 -2.06296
H -2.61231 -2.94757 -1.51839
H -0.82109 -2.98827 -3.63266
H -2.81795 0.32635 -4.05614
H -3.59451 -1.00944 -2.39602
P -1.02735 -3.60036 -5.59426
P -2.30455 -5.02100 -3.11137
C -1.91236 -5.20349 -5.93620
C -2.06500 -6.05672 -4.66774
H -1.34246 -5.75883 -6.69783
H -2.89761 -4.94079 -6.35250
H -2.95679 -6.70339 -4.73779
H -1.17648 -6.69310 -4.49852
C -2.25791 -6.38447 -1.89725
H -2.69766 -6.04174 -0.95363
H -1.21570 -6.67650 -1.72735
H -2.82118 -7.24239 -2.28649
C -4.10356 -4.71233 -3.30237
H -4.56607 -5.56562 -3.81525
H -4.27337 -3.79779 -3.88369
H -4.54532 -4.59474 -2.30706
C 0.69144 -4.24860 -5.63609
H 1.38123 -3.46559 -5.29110
H 0.93208 -4.51740 -6.67328
H 0.80476 -5.12742 -4.98785
C -1.15182 -2.72857 -7.19117
H -2.18105 -2.79625 -7.56936
H -0.44770 -3.16685 -7.91172
H -0.90249 -1.67051 -7.02641
O 3.08439 1.12750 -0.55233
N 4.36189 0.96395 -0.73915
C 4.91084 -0.29361 -0.62713
C 6.27078 -0.47248 -0.79818
C 7.08844 0.61895 -1.11024
C 6.51015 1.88169 -1.22130
C 5.14921 2.04525 -1.04151
H 4.21431 -1.10140 -0.39668
H 6.66997 -1.47740 -0.68367
H 8.15509 0.48106 -1.26345
H 7.09759 2.77333 -1.45205
H 4.63542 3.00187 -1.12374
```

Charge: +2
Lowest unoccupied orbital energy (alpha / beta), eV: -4.23 / -8.65
2S+1: 7
Expectation value of S²: 12.020
Highest occupied orbital energy (alpha / beta), eV: -10.60 / -12.66
Energy relative to the best compared isomer or geometry (same formula, charge and spin), kcal per mole: 0.0

***

No. 2
Computed, not measured: a 8-piece molecular cluster, C19H55F3N4O8 overall at a distorted geometry, with wB97M-V/def2-TZVPD.

Structure (XYZ):
```
89
C19H55F3N4O8 | the OMol25 dataset | wB97M-V/def2-TZVPD
N 0.35562 0.12057 0.35068
H 1.32134 0.40598 0.27310
H -0.12902 0.91984 0.73329
H 0.31479 -0.73151 0.89143
H 0.00639 -0.09082 -0.57314
C -1.67599 3.05676 2.13551
O -2.02303 4.15430 1.37184
O -0.56535 2.41892 1.53849
C -1.59825 3.50992 3.67456
F -0.43664 4.16022 3.86636
F -2.58415 4.33620 4.10397
F -1.54918 2.44346 4.47977
C -3.38870 4.39607 1.10135
C -3.62225 5.65126 0.22992
H -2.98582 6.47129 0.56251
H -3.37346 5.52005 -0.82316
H -4.65951 5.96797 0.33888
H -3.93183 4.62677 2.01781
H -3.91317 3.55120 0.65502
H -2.51285 2.36313 2.05399
C 0.04763 0.31850 -3.34518
O -0.47742 -0.60103 -2.36734
H 0.61905 1.13295 -2.89993
H 0.67593 -0.19604 -4.07221
H -0.77995 0.78660 -3.87819
H -0.66401 -1.49976 -2.64852
C -0.97017 3.78171 -2.11560
O 0.00771 3.90497 -1.07196
H -1.95689 4.01608 -1.71617
H -0.82781 4.49011 -2.93169
H -0.86539 2.80143 -2.58053
H -0.37407 3.53353 -0.27329
C 2.97991 -2.06561 -0.50803
O 2.29464 -1.62298 -1.57349
H 2.73425 -1.51593 0.40060
H 2.77091 -3.12093 -0.33281
H 4.05425 -1.97139 -0.66616
H 2.31885 -2.24538 -2.30400
C 3.19397 3.19616 -2.23300
C 3.24756 1.89836 -1.37528
C 4.64616 1.72282 -0.77364
O 5.59026 1.24788 -1.77811
C 5.45721 -0.06534 -2.25771
N 2.21540 2.07350 -0.39683
H 3.87028 3.12794 -3.08509
H 3.35251 4.11130 -1.66249
H 2.17620 3.28539 -2.61281
H 3.08840 1.04749 -2.03769
H 4.67869 1.02145 0.06009
H 4.97179 2.69206 -0.39597
H 6.23757 -0.16076 -3.01272
H 4.51225 -0.24836 -2.76924
H 5.72797 -0.73813 -1.44398
H 1.50394 2.67740 -0.78313
H 2.52147 2.67102 0.35776
C -2.55409 -3.85628 -1.59356
C -1.07346 -3.58959 -1.63833
C -0.20078 -4.76036 -1.11269
O -0.38842 -4.79903 0.29422
C 0.61688 -5.51318 0.90957
N -0.70694 -3.26747 -3.03369
H -3.12808 -2.93986 -1.73067
H -2.74419 -4.18425 -0.57160
H -2.83402 -4.56935 -2.36898
H -0.78992 -2.66511 -1.13528
H 0.82589 -4.59048 -1.43705
H -0.46296 -5.71809 -1.56227
H 0.66719 -6.53557 0.53503
H 0.52323 -5.52530 1.99547
H 1.61921 -5.13376 0.71090
H 0.30027 -3.23208 -3.09992
H -0.97965 -3.94863 -3.72778
C -0.28550 -0.73218 3.81128
C -0.74859 -1.90075 2.99071
C -2.19217 -1.79089 2.53712
O -3.09322 -1.66967 3.63297
C -4.49330 -1.61136 3.31252
N 0.17573 -2.17460 1.88120
H 0.69152 -0.93931 4.24787
H -0.98012 -0.44810 4.60178
H -0.21945 0.04567 3.05056
H -0.67389 -2.79878 3.60395
H -2.42104 -2.67347 1.93981
H -2.34320 -0.86739 1.97816
H -4.66901 -0.83058 2.57251
H -5.18030 -1.61366 4.15876
H -4.89966 -2.46735 2.77376
H 1.03666 -2.48562 2.30801
H -0.02261 -2.95211 1.26782
```

Charge: 0
Lowest unoccupied orbital energy, eV: -0.18
2S+1: 1
Highest occupied orbital energy, eV: -7.47
Energy relative to the best compared isomer or geometry (same formula, charge and spin), kcal per mole: 52.3

***

No. 3
Computed, not measured: C34H84GaO10 as an isolated structure at a distorted geometry, with wB97M-V/def2-TZVPD.

Structure (XYZ):
```
129
C34H84GaO10 | the OMol25 dataset | wB97M-V/def2-TZVPD
C 6.21885 0.18377 -0.34499
O 6.33751 -0.11796 1.09021
C 5.05303 -0.51497 1.68846
C 4.34183 0.70702 2.56836
C 4.36898 2.15803 1.80199
C 4.04643 3.44826 2.79322
C 2.45927 3.50518 3.27878
C 1.57609 3.93177 1.95819
C 0.25382 2.94518 1.70872
Ga -1.41691 4.16124 1.91094
C -3.15631 3.29719 1.17229
C -4.05111 2.50625 2.30931
C -4.50322 0.98532 1.78005
O -3.57842 0.02124 2.38359
C -3.85602 -1.36708 2.00714
C -4.83237 -1.91964 0.82266
O -3.17303 -2.31637 2.70717
H 6.73077 1.21991 -0.64256
H 5.12184 0.21765 -0.75251
H 6.79253 -0.64840 -0.97030
H 5.29406 -1.44099 2.40057
H 4.25442 -0.90601 0.90427
H 3.24698 0.35707 2.85797
H 4.95880 0.82935 3.57516
H 5.47009 2.33873 1.37881
H 3.65552 2.15429 0.85351
H 4.23445 4.43306 2.14666
H 4.73600 3.39143 3.74408
H 2.11077 2.50950 3.79507
H 2.36031 4.37301 4.09101
H 2.27592 3.99700 1.01284
H 1.19182 5.03512 2.15494
H 0.26004 2.03359 2.46081
H 0.37075 2.54886 0.59558
H -1.51771 4.64155 3.44160
H -1.13038 5.46847 0.98240
H -3.82538 4.18271 0.75022
H -2.91940 2.60413 0.25302
H -3.44235 2.44888 3.30859
H -5.05260 3.12630 2.49552
H -4.33355 0.91793 0.60233
H -5.64027 0.78098 1.96550
H -5.37629 -1.11106 0.18006
H -4.23527 -2.60529 0.04974
H -5.63355 -2.63980 1.31306
C -9.78386 -0.92328 -0.13468
C -8.40140 -0.38513 -0.46736
C -8.47710 0.75472 -1.47064
O -7.60260 -1.43574 -1.00554
H -10.27619 -1.31942 -1.02998
H -9.71302 -1.75121 0.57899
H -10.41823 -0.14260 0.29632
H -7.91154 -0.03733 0.44865
H -8.92309 0.41810 -2.41336
H -7.47404 1.12385 -1.71003
H -9.07223 1.58578 -1.07975
H -8.02990 -1.75073 -1.81920
C 11.26606 2.54475 -1.50063
C 10.10780 1.71630 -0.96809
C 10.16632 0.28679 -1.48251
O 8.87696 2.31260 -1.36931
H 11.23884 2.59883 -2.59480
H 11.20414 3.57440 -1.13213
H 12.22776 2.12077 -1.19564
H 10.12942 1.71457 0.12714
H 10.10010 0.26076 -2.57607
H 9.31987 -0.29435 -1.10108
H 11.09501 -0.20497 -1.17698
H 8.84900 2.31840 -2.34041
C -4.51927 -2.25997 -4.22022
C -4.22971 -0.86444 -3.69092
C -3.66308 -0.91305 -2.28092
O -5.43302 -0.10054 -3.69027
H -5.26195 -2.76964 -3.59609
H -4.93810 -2.20891 -5.23104
H -3.60990 -2.86818 -4.24814
H -3.52074 -0.35853 -4.35531
H -4.37540 -1.37496 -1.58797
H -3.47112 0.09887 -1.90827
H -2.72801 -1.48083 -2.25062
H -6.06841 -0.54229 -3.10291
C -11.34419 5.54829 0.75832
C -10.26920 4.71643 0.07723
C -9.88871 5.30129 -1.27359
O -10.74510 3.38490 -0.10175
H -12.25854 5.57711 0.15498
H -11.61690 5.10868 1.72382
H -11.00292 6.57470 0.92465
H -9.38269 4.66415 0.71862
H -10.75144 5.32136 -1.94903
H -9.12310 4.68547 -1.75764
H -9.50374 6.32028 -1.16826
H -11.53220 3.42155 -0.67005
C 6.17826 -2.90772 -3.78072
C 6.55675 -1.59370 -4.44524
C 6.95265 -1.80143 -5.89839
O 7.64508 -1.00362 -3.73894
H 7.02274 -3.60609 -3.78386
H 5.90752 -2.74460 -2.73196
H 5.33303 -3.37933 -4.29143
H 5.71349 -0.89671 -4.38948
H 7.82462 -2.46058 -5.97667
H 7.23436 -0.84910 -6.36035
H 6.13068 -2.23983 -6.47268
H 8.39836 -1.61553 -3.78318
C 5.93857 -8.27592 -2.14468
C 6.03850 -6.76176 -2.23877
C 4.78856 -6.08899 -1.69420
O 6.22268 -6.38439 -3.60082
H 5.09343 -8.65031 -2.73328
H 6.83985 -8.74707 -2.55152
H 5.81213 -8.59951 -1.10692
H 6.91557 -6.41540 -1.68128
H 3.90259 -6.38581 -2.26682
H 4.86942 -5.00002 -1.77968
H 4.62759 -6.34692 -0.64292
H 5.44865 -6.68786 -4.10343
C -0.66143 -3.12207 6.35532
C -0.56150 -1.60792 6.26123
C -1.81144 -0.93514 6.80580
O -0.37732 -1.23055 4.89918
H -1.50657 -3.49646 5.76672
H 0.23985 -3.59322 5.94848
H -0.78787 -3.44566 7.39308
H 0.31557 -1.26155 6.81872
H -2.69741 -1.23197 6.23318
H -1.73058 0.15382 6.72032
H -1.97241 -1.19308 7.85708
H -1.15135 -1.53402 4.39657
```

Charge: -1
Lowest unoccupied orbital energy, eV: 1.97
2S+1: 1
Highest occupied orbital energy, eV: -4.41

***

No. 4
Computed, not measured: a 10-piece molecular cluster, C12H39N5O17S overall at a distorted geometry, with wB97M-V/def2-TZVPD.

Structure (XYZ):
```
74
C12H39N5O17S | the OMol25 dataset | wB97M-V/def2-TZVPD
C 3.11599 -2.11561 3.66465
O 3.74755 -3.30139 3.34411
H 2.06206 -2.33893 3.83037
H 3.43862 -1.62953 4.58537
H 3.06872 -1.36550 2.87522
H 4.68735 -3.23327 3.52779
C -4.18778 1.64317 -0.64690
O -4.94935 1.71025 -1.79369
H -3.40419 2.37970 -0.46909
H -4.72238 1.37980 0.26575
H -3.68063 0.68158 -0.72601
H -4.35650 1.70055 -2.54869
C 3.58461 -1.59270 -1.43558
O 3.64738 -0.78083 -0.22339
H 3.93470 -2.60521 -1.23467
H 2.53494 -1.54204 -1.72491
H 4.17535 -1.06852 -2.18682
H 4.51014 -0.88842 0.18364
C 0.62437 -4.64268 2.90431
O 1.87187 -5.28333 2.69015
H -0.03416 -5.47852 3.14057
H 0.68494 -4.08508 3.83894
H 0.34957 -4.11628 1.99027
H 2.56602 -4.65676 2.90736
O -3.24584 0.93555 -3.60286
S -2.57945 -0.03038 -4.40984
O -3.36907 -0.82403 -5.40577
O -1.22127 0.50864 -5.11640
C -0.82425 -0.07242 -6.32876
C -1.55541 0.67050 -7.50529
C -1.68681 -1.17648 -3.31630
H -0.96235 -1.15346 -6.30921
H 0.26243 -0.01735 -6.39351
H -1.09610 0.27080 -8.40936
H -1.35539 1.74151 -7.53753
H -2.61430 0.41889 -7.56477
H -1.18850 -1.93837 -3.91572
H -2.47069 -1.65465 -2.72896
H -1.07779 -0.64136 -2.58770
C -0.37012 1.04096 4.73717
N 0.40370 1.16812 6.01263
O -0.23080 1.07941 7.05831
O 1.61898 1.46695 5.95467
H -1.35175 0.62341 4.96109
H 0.38999 0.49106 4.18223
H -0.50703 2.00331 4.24398
C 0.43545 -0.75480 0.26605
N -0.55807 -0.78877 1.36903
O -1.56119 -0.09369 1.15115
O -0.22446 -1.43100 2.42253
H 0.91106 0.21906 0.38222
H -0.17282 -0.84215 -0.63421
H 1.23524 -1.47682 0.43074
C -4.27039 0.99066 3.25396
N -3.75636 2.29522 3.56344
O -3.55319 2.55278 4.72796
O -3.17282 2.94892 2.61864
H -5.08822 0.92248 3.97130
H -3.53811 0.18869 3.34732
H -4.62359 1.30146 2.27071
C 3.09305 2.26221 1.13889
N 1.99146 2.51021 2.06388
O 2.27418 3.09513 3.04208
O 0.85995 2.19756 1.67759
H 2.78030 2.16896 0.09889
H 3.47486 1.29427 1.46359
H 3.95638 2.92748 1.15132
C 1.91564 1.66362 -3.76493
N 1.21885 2.38356 -2.52571
O 0.38155 1.74926 -1.89381
O 1.70178 3.50174 -2.23627
H 2.84463 2.21193 -3.92130
H 1.25032 1.73185 -4.62563
H 1.95713 0.58916 -3.58627
```

Charge: +1
Lowest unoccupied orbital energy (alpha / beta), eV: -3.00 / -9.43
2S+1: 2
Expectation value of S²: 0.754
Highest occupied orbital energy (alpha / beta), eV: -11.44 / -11.44

***

No. 5
Computed, not measured: a 11-piece molecular cluster, C24H46O23 overall at a distorted geometry, with wB97M-V/def2-TZVPD.

Structure (XYZ):
```
93
C24H46O23 | the OMol25 dataset | wB97M-V/def2-TZVPD
C -3.75160 -4.68888 4.28564
C -4.98901 -4.89847 5.22435
C -5.70518 -3.65599 5.56495
O -6.96072 -3.81861 5.04583
C -7.12820 -5.08519 4.56182
O -8.12897 -5.52379 4.08932
O -5.96974 -5.74829 4.61997
H -4.08961 -4.08963 3.44020
H -3.42238 -5.67854 3.96898
H -3.09420 -3.97118 4.77638
H -4.58147 -5.44901 6.07224
H -5.18663 -2.79192 5.14950
H -5.76546 -3.47676 6.63843
C -7.75648 0.30259 -1.62520
C -8.48373 1.55252 -2.06133
C -7.71941 2.81799 -2.44082
O -8.18934 3.14755 -3.69861
C -9.11360 2.23673 -4.15659
O -9.70296 2.32405 -5.24674
O -9.32364 1.26906 -3.18040
H -7.12058 -0.08091 -2.42310
H -8.52292 -0.41221 -1.32566
H -7.17050 0.43880 -0.71627
H -9.12810 1.87961 -1.24530
H -6.63404 2.85071 -2.53559
H -7.92664 3.61019 -1.72138
C 5.12128 -2.33632 -11.27656
C 4.15340 -1.74388 -10.28940
C 2.70141 -1.52333 -10.70880
O 2.00337 -2.25118 -9.71691
C 2.92787 -2.80828 -8.83503
O 2.65929 -3.63083 -7.98081
O 4.17614 -2.44794 -9.15595
H 5.05752 -1.83096 -12.24023
H 4.67353 -3.30821 -11.48402
H 6.17774 -2.33996 -11.00827
H 4.46248 -0.74922 -9.96807
H 2.49729 -1.87929 -11.71863
H 2.49056 -0.45698 -10.62799
C -0.73347 4.65091 9.29107
C -0.41296 3.44027 8.40623
C 0.95453 2.90093 8.73085
O 0.83661 1.57235 9.08894
C -0.43743 1.23392 9.23538
O -0.83670 0.12352 9.64480
O -1.21707 2.33951 8.88111
H -0.14325 5.55242 9.12677
H -0.39071 4.37987 10.28964
H -1.80310 4.85451 9.24055
H -0.71925 3.61273 7.37446
H 1.44073 3.48086 9.51533
H 1.59231 2.90468 7.84693
C 1.52274 7.96018 -6.73268
C 1.55626 6.62168 -5.96994
C 1.20828 5.37994 -6.74308
O 2.20620 4.43551 -6.32391
C 3.20441 5.06634 -5.66051
O 4.28285 4.58643 -5.26402
O 2.88800 6.39786 -5.55240
H 0.55977 8.16643 -7.19984
H 2.25316 7.87077 -7.53678
H 1.73899 8.75397 -6.01767
H 0.90323 6.53093 -5.10195
H 1.25111 5.50584 -7.82494
H 0.17509 5.07330 -6.57999
C 2.48547 -1.65609 1.23868
C 1.73983 -0.34588 0.77856
C 0.86006 -0.47086 -0.45023
O -0.23598 0.27408 -0.16853
C -0.31775 0.45942 1.17087
O -1.22520 1.05321 1.77760
O 0.74580 -0.07477 1.72031
H 3.38051 -1.77185 0.62746
H 1.92998 -2.57054 1.03055
H 2.89491 -1.53291 2.24132
H 2.50857 0.41139 0.62458
H 0.67753 -1.51877 -0.68831
H 1.41929 -0.06327 -1.29239
O 2.56864 -9.00743 4.58502
H 2.48471 -8.19335 5.08147
H 2.14731 -9.66822 5.13464
O 2.85887 -4.97732 7.30497
H 3.47838 -4.26638 7.46929
H 2.35452 -5.04826 8.11542
O 8.52754 -2.29956 -1.60196
H 8.32105 -1.82782 -0.79508
H 8.02814 -3.11370 -1.53845
O 7.21028 -2.72887 7.04700
H 7.54669 -3.08958 6.22666
H 7.47313 -1.80862 7.03017
O 8.02198 1.28451 2.20508
H 8.34036 1.31595 3.10723
H 8.35834 2.08581 1.80381
```

Charge: 0
Lowest unoccupied orbital energy, eV: 0.07
2S+1: 1
Highest occupied orbital energy, eV: -10.88
SMILES: C[C@H]1COC(=O)O1.C[C@H]1COC(=O)O1.C[C@H]1COC(=O)O1.C[C@H]1COC(=O)O1.C[C@H]1COC(=O)O1.C[C@H]1COC(=O)O1.O.O.O.O.O

***

> Number 5 is which compound?

C24H46O23

***

> Which value of charge does entry 1 give?

+2